Record 1
# C44H140N34O14P6

A 14-piece molecular cluster, C44H140N34O14P6 overall (the ωB97M-V functional and the def2-TZVPD basis, OMol25).

Calculated values
LUMO energy = 0.310 eV
Gap between HOMO and LUMO = 8.71 eV
Highest occupied orbital energy = -8.40 eV
Calculated total energy = -182976.982 eV

Each line ends with the Löwdin charge.
CARTESIAN COORDINATES (ANGSTROEM)
1 O 4.423 3.630 5.152  -0.28
2 P 4.301 4.717 4.147  0.46
3 N 2.908 4.622 3.320  -0.30
4 C 2.647 4.910 1.931  -0.09
5 C 1.724 4.051 3.946  -0.09
6 N 5.545 4.692 3.063  -0.32
7 C 5.914 5.842 2.256  -0.12
8 C 5.922 3.416 2.530  -0.11
9 N 4.350 6.150 4.931  -0.29
10 C 3.332 7.270 4.625  -0.05
11 C 4.998 6.344 6.178  -0.13
12 H 3.604 5.041 1.421  0.06
13 H 1.986 5.786 1.783  0.07
14 H 2.133 3.998 1.486  0.09
15 H 0.927 4.690 3.795  0.05
16 H 1.960 4.072 5.044  0.10
17 H 1.516 3.040 3.699  0.06
18 H 7.034 6.036 2.348  0.10
19 H 5.675 5.610 1.206  0.06
20 H 5.365 6.741 2.652  0.08
21 H 6.757 3.577 1.788  0.11
22 H 6.282 2.804 3.337  0.07
23 H 5.081 2.894 2.082  0.05
24 H 4.047 8.109 4.329  0.10
25 H 2.676 7.142 3.784  0.06
26 H 2.780 7.525 5.466  0.05
27 H 4.271 6.271 7.015  0.10
28 H 5.375 7.376 6.307  0.09
29 H 5.796 5.678 6.244  0.06
30 O -4.429 -2.660 2.198  -0.29
31 P -4.478 -3.631 3.317  0.50
32 N -3.056 -3.567 4.219  -0.33
33 C -1.873 -3.990 3.557  -0.15
34 C -2.850 -2.528 5.201  -0.10
35 N -4.667 -5.181 2.836  -0.32
36 C -5.497 -5.474 1.661  -0.08
37 C -4.316 -6.421 3.587  -0.09
38 N -5.729 -3.332 4.408  -0.32
39 C -6.171 -1.950 4.705  -0.10
40 C -6.383 -4.460 5.067  -0.10
41 H -1.196 -4.609 4.208  0.11
42 H -1.237 -3.161 3.136  0.07
43 H -2.335 -4.551 2.727  0.06
44 H -3.801 -2.482 5.691  0.04
45 H -2.648 -1.560 4.650  0.10
46 H -2.099 -2.750 5.971  0.09
47 H -4.833 -5.804 0.886  0.08
48 H -6.264 -6.208 2.011  0.09
49 H -6.014 -4.576 1.297  0.07
50 H -5.231 -6.965 3.881  0.08
51 H -3.631 -7.040 2.940  0.11
52 H -3.887 -6.098 4.508  0.05
53 H -7.269 -2.026 4.647  0.08
54 H -5.946 -1.653 5.750  0.08
55 H -5.816 -1.300 3.889  0.08
56 H -7.091 -3.983 5.737  0.08
57 H -5.676 -5.098 5.639  0.08
58 H -6.888 -5.049 4.280  0.08
59 O -4.360 7.335 -0.081  -0.29
60 P -3.174 6.462 -0.144  0.55
61 N -2.577 6.143 -1.676  -0.28
62 C -3.152 4.968 -2.434  -0.10
63 C -2.443 7.333 -2.520  -0.12
64 N -3.570 4.934 0.575  -0.26
65 C -2.496 3.951 0.758  -0.14
66 C -4.894 4.423 0.966  -0.09
67 N -1.818 7.207 0.539  -0.31
68 C -2.059 8.376 1.373  -0.11
69 C -0.493 6.676 0.475  -0.13
70 H -4.282 4.976 -2.444  0.11
71 H -2.823 4.060 -1.917  0.04
72 H -2.742 4.881 -3.422  0.06
73 H -1.608 7.184 -3.199  0.08
74 H -2.273 8.268 -2.003  0.07
75 H -3.346 7.618 -3.098  0.09
76 H -2.874 2.974 0.992  0.05
77 H -1.906 3.806 -0.148  0.03
78 H -1.726 4.136 1.537  0.08
79 H -4.975 3.425 0.645  0.02
80 H -4.988 4.512 2.040  0.08
81 H -5.741 5.031 0.614  0.09
82 H -1.459 8.237 2.291  0.08
83 H -1.883 9.357 0.916  0.08
84 H -3.134 8.492 1.658  0.08
85 H -0.227 6.528 1.539  0.07
86 H 0.276 7.341 0.045  0.08
87 H -0.484 5.718 -0.058  0.06
88 O 2.276 -6.559 -0.273  -0.33
89 P 3.759 -6.736 -0.580  0.53
90 N 4.726 -6.251 0.643  -0.31
91 C 4.892 -7.014 1.900  -0.09
92 C 4.924 -4.798 0.933  -0.09
93 N 4.337 -5.829 -1.854  -0.28
94 C 3.663 -5.707 -3.137  -0.10
95 C 5.805 -5.684 -2.098  -0.12
96 N 4.075 -8.333 -0.789  -0.31
97 C 5.207 -8.666 -1.674  -0.10
98 C 3.041 -9.313 -0.667  -0.13
99 H 4.871 -8.081 1.648  0.08
100 H 4.162 -6.648 2.673  0.10
101 H 5.894 -6.859 2.280  0.07
102 H 4.055 -4.431 1.549  0.09
103 H 5.078 -4.208 0.070  0.05
104 H 5.846 -4.747 1.534  0.09
105 H 4.175 -6.339 -3.877  0.08
106 H 2.606 -5.940 -3.105  0.07
107 H 3.733 -4.712 -3.593  0.09
108 H 6.222 -6.265 -2.939  0.09
109 H 5.888 -4.643 -2.331  0.07
110 H 6.380 -5.760 -1.193  0.07
111 H 5.672 -9.641 -1.376  0.10
112 H 4.879 -8.758 -2.757  0.11
113 H 6.022 -7.992 -1.556  0.04
114 H 3.309 -10.156 -0.049  0.08
115 H 2.536 -9.583 -1.639  0.11
116 H 2.249 -8.844 -0.074  0.07
117 O -3.907 -0.503 -3.094  -0.29
118 P -5.220 -0.523 -2.413  0.47
119 N -5.356 -1.939 -1.593  -0.28
120 C -6.540 -2.328 -0.885  -0.11
121 C -4.181 -2.717 -1.250  -0.11
122 N -6.499 -0.195 -3.398  -0.30
123 C -6.448 -0.839 -4.699  -0.11
124 C -7.791 0.360 -3.018  -0.11
125 N -5.418 0.683 -1.322  -0.29
126 C -5.179 2.054 -1.893  -0.08
127 C -4.919 0.508 0.025  -0.08
128 H -6.445 -2.266 0.226  0.08
129 H -6.912 -3.306 -1.188  0.09
130 H -7.352 -1.571 -1.084  0.08
131 H -4.164 -3.033 -0.241  0.04
132 H -3.220 -2.226 -1.434  0.05
133 H -4.048 -3.659 -1.848  0.10
134 H -6.998 -0.271 -5.441  0.08
135 H -5.508 -1.054 -5.134  0.05
136 H -7.007 -1.839 -4.602  0.11
137 H -8.053 1.181 -3.659  0.08
138 H -8.603 -0.395 -3.230  0.10
139 H -7.848 0.601 -1.982  0.06
140 H -6.040 2.714 -1.642  0.10
141 H -4.267 2.453 -1.426  0.06
142 H -5.107 1.903 -2.958  0.06
143 H -5.083 -0.412 0.441  0.03
144 H -5.453 1.284 0.628  0.10
145 H -3.856 0.781 0.024  0.08
146 O 2.554 -0.086 0.484  -0.33
147 P 1.042 -0.128 0.576  0.60
148 N 0.496 0.532 2.023  -0.28
149 C 0.869 -0.200 3.248  -0.09
150 C -0.885 0.968 2.047  -0.14
151 N 0.554 -1.762 0.254  -0.28
152 C -0.868 -2.011 0.207  -0.11
153 C 1.442 -2.852 0.586  -0.10
154 N 0.271 0.734 -0.610  -0.27
155 C -0.226 0.139 -1.907  -0.08
156 C 0.551 2.185 -0.579  -0.10
157 H 1.903 -0.574 3.154  0.05
158 H 0.178 -1.042 3.437  0.08
159 H 0.932 0.485 4.058  0.07
160 H -0.930 1.956 2.591  0.10
161 H -1.593 0.243 2.355  0.06
162 H -1.321 1.273 1.070  0.06
163 H -1.429 -1.203 -0.195  0.04
164 H -1.116 -2.905 -0.396  0.07
165 H -1.228 -2.200 1.195  0.06
166 H 1.403 -3.010 1.704  0.10
167 H 1.121 -3.678 0.038  0.04
168 H 2.514 -2.738 0.259  0.09
169 H 0.003 0.786 -2.740  0.06
170 H 0.231 -0.781 -2.131  0.04
171 H -1.339 -0.088 -1.971  0.08
172 H 1.460 2.444 -1.169  0.08
173 H 0.779 2.391 0.477  0.06
174 H -0.223 2.859 -0.930  0.06
175 C -0.324 -3.470 -4.129  -0.67
176 O 0.306 -4.550 -4.146  -0.03
177 N 0.128 -2.470 -4.940  0.17
178 N -1.324 -3.287 -3.306  0.22
179 H -0.146 -1.486 -4.851  0.07
180 H 0.722 -2.774 -5.690  0.10
181 H -1.392 -3.972 -2.583  0.05
182 H -1.605 -2.362 -3.120  0.07
183 C 4.492 -0.190 4.098  -0.70
184 O 5.180 -0.433 5.079  0.01
185 N 4.353 -1.108 3.108  0.14
186 N 3.835 1.013 4.077  0.16
187 H 4.997 -1.919 3.159  0.11
188 H 4.078 -0.940 2.107  0.09
189 H 4.206 1.769 4.621  0.04
190 H 3.596 1.315 3.122  0.09
191 C 2.881 6.709 -1.253  -0.66
192 O 2.355 7.796 -1.085  0.01
193 N 2.168 5.586 -1.619  0.18
194 N 4.200 6.549 -0.876  0.15
195 H 1.214 5.774 -1.871  0.09
196 H 2.590 4.797 -2.016  0.03
197 H 4.794 7.383 -0.951  0.12
198 H 4.630 5.810 -1.372  0.04
199 C -2.079 1.580 -5.446  -0.64
200 O -1.828 2.291 -6.395  0.01
201 N -2.393 2.151 -4.235  0.18
202 N -2.075 0.154 -5.456  0.15
203 H -2.763 3.060 -4.278  0.05
204 H -2.839 1.506 -3.586  0.06
205 H -2.129 -0.244 -6.381  0.09
206 H -2.660 -0.351 -4.805  0.04
207 C 4.933 2.630 -1.525  -0.61
208 O 4.411 3.698 -1.844  -0.01
209 N 5.917 2.102 -2.326  0.14
210 N 4.787 1.805 -0.427  0.17
211 H 6.286 2.504 -3.204  0.12
212 H 6.294 1.212 -2.126  0.05
213 H 4.946 0.766 -0.590  0.10
214 H 3.950 1.960 0.038  0.03
215 C -1.034 -5.685 -0.737  -0.60
216 O -1.972 -4.877 -0.956  -0.06
217 N -0.289 -6.287 -1.740  0.16
218 N -0.552 -5.987 0.530  0.15
219 H 0.531 -6.736 -1.412  0.03
220 H -0.180 -5.767 -2.667  0.09
221 H 0.479 -6.137 0.468  0.06
222 H -0.916 -5.348 1.234  0.07
223 C 1.692 0.960 -6.114  -0.63
224 O 2.486 0.182 -5.566  -0.02
225 N 1.148 0.716 -7.370  0.15
226 N 1.255 2.097 -5.510  0.17
227 H 1.173 -0.204 -7.826  0.11
228 H 0.272 1.183 -7.637  0.09
229 H 1.921 2.408 -4.842  0.10
230 H 0.998 2.846 -6.159  0.12
231 C 4.507 -0.472 -2.912  -0.66
232 O 5.259 -0.765 -1.982  -0.04
233 N 4.970 -0.265 -4.163  0.17
234 N 3.155 -0.253 -2.595  0.18
235 H 4.332 0.147 -4.860  0.08
236 H 5.946 -0.388 -4.170  0.09
237 H 2.517 -0.452 -3.359  0.06
238 H 2.819 -0.249 -1.635  0.05


Record 2
# C2H2N6

One molecule with the formula C2H2N6 (the ωB97M-V functional and the def2-TZVPD basis, OMol25).

Calculated values
LUMO energy = -1.368 eV
Gap between HOMO and LUMO = 8.52 eV
Highest occupied orbital energy = -9.89 eV
Calculated total energy = -11041.737 eV
Energy above the lowest of the compared OMol25 structures with the same formula, charge and spin = 209.3 kJ/mol
SMILES = [H]/N=c1\nncnnn1

Each line ends with the Löwdin charge.
CARTESIAN COORDINATES (ANGSTROEM)
1 C 0.283 -1.002 -0.255  -0.49
2 C -0.333 1.417 0.179  -0.22
3 H 1.555 -1.189 -1.513  0.04
4 H -0.080 2.482 -0.034  0.13
5 N 1.382 -1.523 -0.599  0.20
6 N -0.753 -0.428 -1.018  0.10
7 N -1.065 0.739 -0.793  0.06
8 N 0.025 0.962 1.308  0.06
9 N -0.581 -0.249 1.728  0.03
10 N -0.432 -1.209 0.998  0.08


Record 3
# C6H11N

A 2-piece molecular cluster, C6H11N overall (the ωB97M-V functional and the def2-TZVPD basis, OMol25).

Calculated values
LUMO energy (spin up / spin down) = -1.045 / -1.076 eV
Gap between HOMO and LUMO (spin up / spin down) = 8.51 / 8.57 eV
Highest occupied orbital energy (spin up / spin down) = -9.56 / -9.64 eV
Calculated total energy = -7885.708 eV
Energy above the lowest of the compared OMol25 structures with the same formula, charge and spin = 465.4 kJ/mol

Each line ends with the Löwdin charge.
CARTESIAN COORDINATES (ANGSTROEM)
1 C -0.568 -2.007 -0.819  -0.10
2 C -0.882 -0.512 -0.761  -0.22
3 C 0.137 0.308 0.056  -0.40
4 C -0.608 2.775 1.209  0.15
5 C 1.550 0.295 -0.540  -0.05
6 C 0.166 -0.157 1.453  -0.24
7 N 0.189 -0.530 2.548  0.16
8 H 0.380 -2.206 -1.330  0.07
9 H -1.353 -2.539 -1.365  0.08
10 H -0.509 -2.437 0.187  0.08
11 H -1.879 -0.362 -0.332  0.12
12 H -0.906 -0.092 -1.774  0.12
13 H -1.354 2.237 1.838  -0.04
14 H 0.306 2.697 1.841  -0.04
15 H -0.220 1.369 0.048  0.05
16 H 2.216 0.966 0.011  0.09
17 H 1.981 -0.710 -0.508  0.08
18 H 1.514 0.625 -1.583  0.09


Question: What is the formula in the third record?
Answer: C6H11N


Question: Look up the calculated total energy of the third one.
Answer: -7885.708 eV


Question: Which formula does entry 2 have?
Answer: C2H2N6